Entry 1:
The following is a quantum chemistry calculation of the molecule C5H7Br in a non-equilibrium geometry, from the Open Molecules 2025 dataset.

The geometry in XYZ format:
```
13
Properties=species:S:1:pos:R:3:nbo_charge:R:1
C -2.040 0.495 0.491 -0.071
C -0.992 1.033 -0.557 -0.241
C -1.066 -0.660 0.698 -0.456
C 0.009 0.228 -0.051 0.091
C 1.420 0.057 -0.509 -0.660
Br -4.222 0.028 -0.008 -0.206
H -2.156 1.101 1.383 0.210
H -0.956 1.925 -1.040 0.201
H -0.821 -0.902 1.747 0.202
H -1.279 -1.554 0.201 0.227
H 1.272 -0.129 -1.499 0.238
H 2.055 -0.731 -0.079 0.233
H 1.918 1.088 -0.407 0.231
```

Its SMILES is CC1=C[C@@H](Br)C1. The LUMO energy comes out at 0.265 eV. As for the maximum force: 4.87 eV/A. The relative energy (zero: lowest compared OMol25 entry of this formula, charge and spin) is 1.643 eV. For the HOMO energy, the calculation gives -9.6 eV. As for the net charge: 0.

Entry 2:
The following is a quantum chemistry calculation of the molecule C5H7BrN2O4 in a non-equilibrium geometry, from the Open Molecules 2025 dataset.

The geometry in XYZ format:
```
19
Properties=species:S:1:pos:R:3:nbo_charge:R:1
C 0.153 -0.291 1.070 0.393
C -1.745 1.269 0.441 0.812
C -0.078 1.310 -1.559 0.484
C 0.221 -1.427 0.350 -0.069
C 1.394 -2.124 -0.029 -0.699
N -1.071 0.383 1.199 -0.664
N -1.162 1.660 -0.839 -0.667
O 1.141 0.355 1.731 -0.669
O -2.784 1.806 0.754 -0.612
O 1.960 0.527 -1.930 -0.524
O 0.974 0.800 -1.086 -0.147
Br -1.423 -2.088 -0.400 0.040
H -0.117 1.554 -2.693 0.205
H 1.341 -3.257 0.081 0.233
H 2.299 -1.754 0.557 0.253
H 1.647 -1.964 -1.090 0.268
H -1.656 0.302 2.069 0.421
H -1.962 2.252 -1.197 0.452
H 0.868 0.689 2.571 0.489
```

The LUMO energy (alpha / beta) comes out at 0.179 / 0.179 eV. As for the maximum force: 4.05 eV/A. The relative energy (zero: lowest compared OMol25 entry of this formula, charge and spin) is 3.072 eV. For the HOMO energy (alpha / beta), the calculation gives -8.4 / -8.4 eV. As for the net charge: 0.

Entry 3:
The following is a quantum chemistry calculation of the molecule C5H7BrO in a non-equilibrium geometry, from the Open Molecules 2025 dataset.

The geometry in XYZ format:
```
14
Properties=species:S:1:pos:R:3:nbo_charge:R:1
C 0.766 0.662 -0.705 -0.333
C 0.802 -0.584 -0.213 0.164
C -0.329 1.664 -0.552 -0.099
C -1.435 0.225 0.885 -0.002
C 1.182 -1.834 0.232 -0.721
O -1.051 1.517 0.660 -0.501
Br -2.806 -0.603 -0.174 -0.019
H 1.512 1.111 -1.375 0.215
H 0.060 2.728 -0.409 0.208
H -0.959 1.470 -1.372 0.198
H -1.536 0.163 1.930 0.171
H 0.525 -2.092 1.010 0.253
H 2.323 -1.900 0.537 0.229
H 0.946 -2.527 -0.454 0.239
```

The LUMO energy (alpha / beta) comes out at 0.509 / 0.355 eV. As for the maximum force: 7.16 eV/A. The relative energy (zero: lowest compared OMol25 entry of this formula, charge and spin) is 4.451 eV. For the HOMO energy (alpha / beta), the calculation gives -7.8 / -7.6 eV. As for the net charge: 0.